DFT (ωB97M-V/def2-TZVPD) results for C5H6N2O2 in the gas phase.

```
15
Properties=species:S:1:pos:R:3:forces:R:3:lowdin_charge:R:1
C -2.513735 0.358252 -0.404515 0.6779 -0.3529 -1.0383 0.03
C -1.122965 0.407890 -0.581227 -4.3774 -0.8703 -0.8493 -0.15
C -0.220746 -0.317735 0.334891 -0.0214 -4.1458 2.6377 -0.33
C 1.436172 1.285732 0.260870 2.6681 2.4194 -1.4129 -0.24
C 2.188475 -1.012127 0.082106 2.3161 -4.8282 -6.7369 -0.08
H -2.907231 -0.035979 0.598998 0.2826 0.7668 -1.7519 0.07
H -3.322270 0.554452 -1.346924 2.5911 -0.2511 3.0696 0.14
H -0.856573 0.725224 -1.601338 0.7082 -0.1278 0.7860 0.12
H -1.558286 -1.496856 1.240034 2.0153 0.6799 -0.0638 0.08
H 0.345183 1.566878 0.285778 1.4336 2.2225 0.4111 0.13
H 3.237132 -0.596103 0.490482 -2.2525 -1.5676 -0.8116 0.18
N -0.508832 -1.250178 1.262868 -0.8265 2.6993 -3.2627 0.17
N 1.228147 -0.059157 0.187113 -1.9793 -0.7262 0.8538 -0.05
O 2.508969 1.926075 0.086263 -3.9386 -2.3132 1.0846 0.04
O 2.066566 -2.056363 -0.895392 0.7027 6.3953 7.0845 -0.10
```
Forces are in eV/Å.

- SMILES string: [H]/N=C(\C=C)N(C=O)C=O
- HOMO: -10.25 eV
- Relative energy (zero: lowest compared OMol25 entry of this formula, charge and spin): 120.3 kcal per mole
- E: -453.94255 Ha
- LUMO energy: -0.0386 hartree

DFT (ωB97M-V/def2-TZVPD) results for a molecular structure, C46H33Cl2IN7O4Ta.

```
94
Properties=species:S:1:pos:R:3:forces:R:3:lowdin_charge:R:1
Ta 0.211010 -0.360079 -0.071983 0.0976 -1.2725 -1.0136 2.00
C 3.330138 -4.495580 -2.515638 0.0100 0.0227 -0.0441 -0.06
C 3.464882 -3.252001 -3.121108 0.0037 0.0072 0.0015 -0.06
C 3.072081 -2.104868 -2.449567 0.0002 0.0055 0.0450 -0.05
C 2.529516 -2.197766 -1.170537 -0.0529 -0.2595 0.1181 -0.32
C 2.424554 -3.435470 -0.549009 0.0863 -0.0069 -0.0248 -0.03
C 2.822342 -4.580864 -1.229004 -0.0165 -0.0076 0.0424 -0.05
N 2.136507 -0.981982 -0.502109 -0.0570 0.4597 0.2369 -0.10
C 3.207736 -0.249861 0.000699 0.1195 -0.0081 0.4084 -0.21
C 4.499502 -0.737062 0.226447 -0.0596 -0.0298 -0.2242 0.02
C 5.445022 0.100044 0.782673 0.0387 0.0428 0.0105 -0.01
C 5.165183 1.431933 1.135867 -0.0336 -0.0221 -0.0052 -0.04
C 3.904445 1.929946 0.933152 0.1007 -0.0425 -0.0100 0.02
C 2.944790 1.071644 0.381464 -0.0915 0.1733 -0.1456 -0.23
N 1.639463 1.409790 0.127469 0.0413 0.4186 -0.1106 -0.13
N 1.253829 2.597130 0.209665 0.0642 0.0115 0.0401 0.13
C -0.098804 2.724883 -0.100061 0.0640 0.1479 -0.1733 -0.34
C -0.626426 3.996742 -0.221848 -0.0166 -0.0867 0.1167 0.04
C -1.978611 4.127316 -0.493303 -0.0320 -0.0116 -0.0104 0.01
C -2.757102 2.982885 -0.593099 0.0165 -0.0181 0.0125 0.00
C -2.155941 1.747799 -0.462457 0.0280 0.0186 0.0277 -0.09
N -0.830077 1.599603 -0.279470 -0.2173 0.3321 0.1379 -0.03
H 3.646299 -5.389681 -3.036081 -0.0054 0.0033 0.0013 0.11
H 3.892842 -3.171661 -4.112117 0.0013 -0.0088 0.0042 0.12
H 3.205605 -1.131491 -2.907402 0.0093 0.0067 0.0218 0.10
H 2.064766 -3.505498 0.466578 -0.0330 0.0225 0.0128 0.12
H 2.750814 -5.541991 -0.736688 -0.0015 0.0055 -0.0070 0.12
H 4.751337 -1.755097 -0.033390 0.0113 0.0033 0.0172 0.13
H 6.438447 -0.289480 0.964460 -0.0035 -0.0027 -0.0070 0.12
H 5.938101 2.043221 1.578607 -0.0153 0.0173 -0.0006 0.12
H 3.625901 2.937958 1.206673 0.0292 0.0038 -0.0081 0.12
H 0.022590 4.848623 -0.080507 0.0218 -0.0149 -0.0006 0.14
H -2.421547 5.108988 -0.595205 -0.0097 -0.0076 -0.0041 0.13
H -3.824360 3.034963 -0.751557 -0.0001 0.0095 0.0013 0.13
H -2.739781 0.844348 -0.479400 -0.0225 -0.0147 -0.0180 0.10
O -0.961273 -3.173518 2.206381 -0.2139 -0.2033 0.0159 0.21
C -1.001498 -2.676590 1.132260 0.0817 0.0938 -0.3539 -0.48
O 0.100348 -2.174526 0.501556 -0.1818 -0.2055 0.5966 -0.22
C -2.185318 -2.490009 0.228600 -0.1386 -0.2475 0.2477 -0.19
C -3.291994 -3.332661 0.344236 -0.1428 0.0727 -0.0644 0.03
C -4.326437 -3.147566 -0.534079 0.0970 0.0555 0.0125 0.05
C -4.215930 -2.159731 -1.534041 0.0323 -0.0505 -0.0055 -0.12
C -5.237758 -1.955464 -2.496670 0.0035 0.0161 -0.0064 0.00
C -5.084947 -1.029809 -3.484301 0.0134 -0.0027 0.0252 -0.04
C -3.895465 -0.268594 -3.556596 -0.0101 0.0032 -0.0135 -0.03
C -2.899469 -0.426991 -2.636972 -0.0128 -0.0017 -0.0293 -0.04
C -3.035115 -1.373413 -1.590801 -0.1701 0.1138 -0.1262 -0.20
N -2.043656 -1.536181 -0.668448 -0.0198 0.2873 0.2067 0.07
H -3.304142 -4.089949 1.114803 0.0154 0.0122 0.0403 0.12
H -5.219641 -3.757583 -0.482099 0.0030 -0.0042 -0.0065 0.14
H -6.136588 -2.555187 -2.430947 0.0018 0.0000 -0.0067 0.13
H -5.863801 -0.876484 -4.218342 0.0041 -0.0118 -0.0009 0.12
H -3.772896 0.447085 -4.359459 -0.0062 0.0059 0.0108 0.12
H -1.992667 0.157300 -2.718145 -0.0511 0.0207 0.0367 0.08
I 1.245621 1.391771 -3.126156 -0.1088 0.0870 -0.0519 1.15
C 0.496062 -0.524780 -3.383720 -0.0721 -0.1308 0.1044 -0.78
C 0.505065 -1.053867 -4.660859 0.0291 -0.0119 -0.0449 -0.11
C 0.133340 -2.376190 -4.834506 -0.0261 0.0068 0.0877 0.00
C -0.215060 -3.114134 -3.714099 0.0055 0.0432 -0.0612 0.00
C -0.226809 -2.494691 -2.484852 0.1000 -0.1710 0.0714 -0.12
N 0.090494 -1.198348 -2.296668 0.2912 0.1631 -0.4101 -0.11
H 0.827306 -0.445014 -5.493051 -0.0170 -0.0031 -0.0048 0.11
H 0.143259 -2.824065 -5.819178 -0.0030 0.0066 -0.0037 0.13
H -0.473095 -4.161186 -3.779821 0.0108 -0.0008 -0.0060 0.13
H -0.469767 -3.061760 -1.599737 0.0284 0.0539 -0.1098 0.11
Cl -2.440869 -0.592385 7.735768 0.0092 -0.0077 -0.0040 0.76
C -3.638734 -1.686283 7.125203 0.0103 0.0084 -0.1139 -0.58
C -4.636870 -2.112382 7.985561 0.0530 0.0470 0.0058 -0.09
C -5.675553 -2.896403 7.516037 -0.0267 -0.0350 -0.0343 -0.07
C -5.719163 -3.247495 6.176509 -0.0178 -0.0080 0.0543 -0.10
C -4.697077 -2.843322 5.342399 0.1258 0.0464 -0.0557 -0.56
Cl -4.774609 -3.286756 3.653987 0.0070 -0.0185 -0.0560 0.71
C -3.611635 -2.073268 5.777588 -0.1941 -0.1652 0.1847 -0.31
N -2.613938 -1.671795 4.895458 -0.1096 0.4141 -0.0109 0.06
C -1.239189 -1.806827 5.176593 0.1948 -0.2135 0.0555 -0.26
C -0.774231 -2.846260 5.980603 -0.0081 0.0641 -0.0666 -0.02
C 0.576221 -2.985527 6.236358 -0.0030 -0.0259 0.0138 -0.05
C 1.489633 -2.095595 5.685389 0.0271 0.0187 0.0038 -0.07
C 1.032825 -1.056035 4.896163 0.0261 0.0122 0.0000 -0.03
C -0.325816 -0.893848 4.647905 -0.0635 -0.0603 0.0107 -0.17
C -0.820042 0.290310 3.842408 -0.0861 0.1057 -0.1190 -0.01
C -0.604937 0.055560 2.389754 0.0190 0.0953 0.0602 -0.51
O -1.494971 -0.188245 1.539606 -0.0230 -0.1258 0.1984 -0.05
O 0.591991 0.093570 1.890819 0.3730 0.1557 0.3291 -0.10
H -4.599361 -1.796661 9.018805 -0.0150 -0.0089 -0.0022 0.11
H -6.457604 -3.220610 8.187781 -0.0009 0.0063 -0.0040 0.12
H -6.529155 -3.840684 5.776568 -0.0034 0.0018 0.0120 0.11
H -2.867435 -1.760341 3.925194 0.0106 -0.1145 -0.0602 0.08
H -1.486710 -3.542325 6.404820 0.0000 -0.0109 -0.0095 0.13
H 0.918895 -3.796519 6.865342 0.0038 0.0080 -0.0043 0.11
H 2.546912 -2.201103 5.887391 -0.0074 -0.0018 -0.0022 0.11
H 1.734563 -0.339469 4.484640 0.0022 -0.0051 0.0037 0.12
H -0.266543 1.191566 4.115997 0.0677 -0.0458 -0.0008 0.15
H -1.881597 0.459728 4.017034 0.0104 -0.0316 0.0124 0.13
```
Forces are in eV/Å.

- Net charge: +2
- HOMO: -11.65 eV
- Relative energy (zero: lowest compared OMol25 entry of this formula, charge and spin): 30.6 kcal per mole
- E: -3731.78670 Ha
- LUMO energy: -0.2778 hartree